No. 1
{"formula": "C14H23ClNO2", "method": "ωB97M-V with the def2-TZVPD basis set", "homo_energy_ha": -0.444, "homo_lumo_gap_ha": 0.35958, "total_energy_ha": -1212.4794, "total_charge": 1, "smiles": "CC(C)(C)[NH2+]C[C@@H](O)COCc1ccc(Cl)cc1", "relative_energy_kcal_mol": 0.0, "largest_force_ev_per_a": 0.70, "elements": ["H", "H", "H", "C", "C", "H", "C", "C", "H", "H", "C", "H", "H", "C", "H", "H", "C", "H", "Cl", "H", "H", "C", "O", "O", "H", "H", "H", "H", "H", "H", "H", "C", "N", "C", "H", "C", "C", "H", "C", "C", "H"], "positions_angstrom": [[-3.54908, 1.01091, 2.10998], [-1.62831, 1.47967, -2.40627], [1.45693, 2.33650, 1.50104], [-0.69210, -1.78718, 0.91463], [-1.43100, 2.00766, -0.34096], [4.12387, 1.23842, -0.71000], [1.92387, 2.09968, 0.53653], [-3.11964, 1.10690, 1.12595], [-1.53314, 2.37646, 1.76971], [-0.03102, 3.55145, 0.20407], [-0.29704, -2.00145, -1.54936], [2.53833, 2.95787, 0.23132], [-0.89228, -1.10551, -1.71154], [-3.17621, 0.59943, -1.22837], [1.62296, -3.24896, 1.05500], [-3.65165, 0.11259, -2.06452], [1.98708, -0.38939, 1.04966], [1.27679, -0.16871, 1.84475], [-5.11260, -0.50943, 0.28972], [0.75997, 0.08813, -0.47232], [-0.26604, -1.89072, 1.90856], [-1.98362, 1.87141, 0.92780], [0.94347, 1.82846, -0.44503], [3.52233, 0.52787, -0.46420], [0.55763, -4.10710, -0.03863], [1.98806, -3.31261, -0.67592], [-1.45951, -2.54796, 0.80904], [-1.17660, -0.81746, 0.82762], [3.51272, 1.06197, 1.53970], [0.44685, -2.08345, -2.33848], [-0.95857, -2.85854, -1.62881], [0.35787, -1.97549, -0.17198], [1.27149, -0.77920, -0.18278], [-0.14429, 2.76380, -0.54314], [2.00630, -0.90765, -0.89250], [2.82014, 0.85780, 0.71101], [1.19021, -3.22988, 0.05865], [2.65186, -1.19647, 1.35911], [-3.71053, 0.46390, 0.04634], [-2.04033, 1.36618, -1.41435], [-0.10520, 3.21008, -1.54104]], "nbo_charge": [0.240, 0.218, 0.187, -0.633, -0.090, 0.500, -0.085, -0.219, 0.221, 0.198, -0.630, 0.194, 0.226, -0.245, 0.220, 0.240, -0.239, 0.232, 0.044, 0.483, 0.218, -0.203, -0.581, -0.734, 0.247, 0.220, 0.246, 0.226, 0.203, 0.219, 0.244, 0.141, -0.562, -0.080, 0.448, 0.066, -0.633, 0.236, -0.036, -0.155, 0.207]}

---

No. 2
{"formula": "C4H9N3O", "method": "ωB97M-V with the def2-TZVPD basis set", "homo_energy_ha": -0.309, "homo_lumo_gap_ha": 0.34537, "total_energy_ha": -397.1666, "smiles": "C=CCON/C=N\\N", "relative_energy_kcal_mol": 115.5, "largest_force_ev_per_a": 4.35, "elements": ["N", "H", "O", "C", "H", "C", "C", "H", "H", "H", "H", "H", "C", "N", "H", "N", "H"], "positions_angstrom": [[2.36853, -0.99507, -0.62800], [1.82552, -1.50524, 0.05057], [0.24367, -0.51658, 0.93601], [1.71504, 1.14137, 0.02957], [0.62688, 1.24910, 1.74406], [-2.44996, 0.50868, -0.94476], [-1.56616, -0.37630, -0.58137], [-2.60181, 0.84229, -1.96329], [-3.07567, 0.99201, -0.20434], [-1.32433, -1.78327, 0.99526], [3.28980, -1.37908, -0.75723], [-0.97230, -0.96183, -1.38532], [-1.16583, -0.68661, 0.81546], [0.46937, 0.84738, 0.80865], [-1.60958, -0.03476, 1.57128], [2.48740, 0.38817, -0.56704], [1.73942, 2.26973, 0.08048]], "nbo_charge": [-0.661, 0.373, -0.420, 0.185, 0.348, -0.374, -0.209, 0.204, 0.186, 0.197, 0.361, 0.211, -0.107, -0.377, 0.183, -0.278, 0.176]}

---

No. 3
{"formula": "C19H40N5O2S2Si2Tl", "method": "ωB97M-V with the def2-TZVPD basis set", "homo_energy_ha": -0.250, "homo_lumo_gap_ha": 0.26602, "total_energy_ha": -2720.1012, "relative_energy_kcal_mol": 10.5, "largest_force_ev_per_a": 1.78, "elements": ["Si", "C", "N", "H", "H", "O", "Tl", "H", "C", "H", "H", "H", "H", "H", "H", "H", "H", "H", "H", "H", "C", "H", "H", "H", "H", "S", "H", "H", "C", "C", "H", "H", "C", "H", "C", "H", "O", "C", "H", "C", "C", "H", "H", "Si", "C", "H", "H", "S", "H", "H", "N", "H", "H", "C", "C", "C", "H", "C", "H", "H", "N", "H", "H", "C", "C", "N", "H", "C", "N", "C", "H"], "positions_angstrom": [[1.78491, -2.60195, 2.29271], [2.65929, 3.06634, -2.80710], [0.81992, 0.16973, -1.57456], [2.07821, -3.33850, -2.38271], [-0.83029, -0.81599, 4.58842], [-0.47015, 2.87378, -0.96442], [-1.26943, 0.70491, 0.02011], [-2.27555, -1.70012, 5.01288], [1.55799, 2.44868, -2.17139], [0.48691, 2.83734, 3.94113], [-3.02680, -0.43431, 2.26759], [2.28769, 0.59877, -2.91284], [-2.22910, -2.38516, -4.19562], [0.12648, -0.85879, 1.69606], [0.25586, 5.29643, -0.80742], [-0.71860, -2.48308, 5.12703], [2.78095, -1.95637, 0.05445], [3.25689, -2.00841, 4.23263], [0.45444, 1.08205, 3.65654], [3.86953, -3.01529, 0.92669], [0.86447, -2.16062, -1.25902], [-3.96068, -1.88030, 2.58709], [2.28140, 6.26718, -1.82821], [-2.85050, -4.50821, 2.87894], [-3.22993, -1.63239, 1.01231], [-0.43755, -2.47359, 0.01841], [2.68980, -4.91267, 2.77374], [3.33400, 2.43632, -3.37490], [1.41205, 2.24000, 2.09233], [0.34394, 2.05767, 3.17385], [-1.09162, 2.98413, 2.06512], [-3.38749, -4.05942, -2.71135], [-3.07706, -1.50366, 2.07894], [-1.30042, -1.59609, -2.88135], [2.05819, 5.21320, -1.94120], [1.12223, -4.68703, 3.52155], [-3.37071, -0.83837, -1.22128], [-2.20148, -1.56600, -3.48618], [2.39729, 2.33968, 2.57142], [1.53180, 1.03251, -2.24622], [-1.80531, -4.27632, 2.70139], [-1.22893, -4.79545, 3.45950], [-1.70747, 2.01491, 3.24276], [-1.52197, -2.38457, 2.73618], [-1.30512, -1.78917, 4.53642], [-4.17276, -3.67824, -1.15879], [1.26553, -4.15102, -1.10261], [-3.67793, -1.67225, -2.39337], [3.79651, 4.83005, -3.16432], [-2.41931, -3.45427, -1.33485], [-0.97066, 2.10220, 2.55354], [1.95920, 0.38535, 1.40313], [3.75258, -1.32775, 1.36099], [3.17442, -2.18868, 1.03699], [0.60858, 3.28757, -1.46922], [0.06982, -1.94614, 1.71566], [2.31462, -0.61790, 3.75307], [-3.37540, -3.40906, -1.84449], [1.65227, 1.46639, 0.20998], [-1.53539, -4.69576, 1.73837], [1.36175, 1.15449, 1.12775], [1.57965, -1.88164, 4.70883], [-2.25930, -0.61805, -4.01258], [1.70184, -4.48360, 2.62594], [2.27354, -1.69209, 3.89971], [1.30851, -3.36688, -1.73097], [1.19046, 3.16594, 1.55967], [0.94641, 4.67839, -1.36460], [1.24732, -1.10887, -1.83618], [2.92385, 4.40224, -2.69252], [1.22513, -5.01685, 1.80894]], "mulliken_charge": [0.375, -0.849, 0.679, 0.278, 0.247, -0.831, 1.148, 0.375, 0.788, 0.477, 0.194, 0.276, 0.417, -2.598, 0.431, 0.346, 0.323, 0.432, -0.029, 0.465, -0.546, 0.443, 0.380, 0.438, 0.060, -0.131, 0.386, 0.304, -0.631, -0.405, 0.240, 0.442, -0.852, -0.013, -0.450, 0.266, -0.468, -0.601, 0.367, -0.631, -1.200, 0.340, 0.173, 0.342, -1.162, 0.312, 0.215, 0.295, 0.381, -0.042, -0.378, -0.231, 0.420, -1.120, 0.348, 2.997, 0.241, -0.622, 0.038, 0.330, -0.228, 0.310, 0.336, -1.110, -1.071, -0.257, 0.278, -0.334, -0.802, -0.629, 0.285]}

---

No. 4
{"formula": "C7H17ClN2Si", "method": "ωB97M-V with the def2-TZVPD basis set", "homo_energy_ha": -0.260, "homo_lumo_gap_ha": 0.28397, "total_energy_ha": -1135.9749, "largest_force_ev_per_a": 5.58, "elements": ["H", "H", "C", "H", "Si", "Cl", "H", "H", "H", "H", "H", "C", "H", "C", "C", "N", "H", "C", "H", "H", "H", "C", "N", "H", "H", "H", "H", "C"], "positions_angstrom": [[-2.54628, 1.10045, -1.17773], [1.84527, 3.63784, -0.85652], [-0.50689, -1.63587, -1.75080], [1.58040, -0.60989, -0.51521], [-0.61958, 1.20833, 0.64193], [-4.74374, -0.26121, 0.22754], [2.02465, 2.34223, 0.37175], [-1.70130, -2.17624, -0.14088], [-1.07626, -0.67816, -1.97598], [-0.10121, -3.00591, -0.16569], [2.16380, 2.04027, -1.36562], [-0.64003, -2.00030, -0.17589], [1.95125, 0.39379, 1.91012], [2.17620, -0.63129, 1.72917], [1.51103, -1.15306, 0.45866], [0.13265, 2.27166, -0.43431], [-0.94530, -2.34930, -2.30464], [-2.36092, 0.79150, -0.14067], [-2.91313, 0.24896, 1.82590], [1.83039, -1.24865, 2.49000], [-0.44967, 2.49948, -1.20023], [1.59061, 2.60115, -0.57739], [0.09111, -1.15745, 0.64081], [-0.72399, 1.61356, 1.95449], [1.81641, -2.13037, 0.20857], [0.56100, -1.41423, -1.89671], [3.30029, -0.65250, 1.48835], [-3.24676, 0.35519, 0.73095]], "nbo_charge": [0.232, 0.202, -0.630, 0.159, 1.603, 0.018, 0.199, 0.197, 0.178, 0.168, 0.193, -0.214, 0.185, -0.598, -0.239, -1.094, 0.197, -0.650, 0.224, 0.223, 0.400, -0.402, -0.678, -0.219, 0.178, 0.191, 0.203, -0.227]}

---

- Which formula does entry 2 have?
  C4H9N3O